Below is 2 unconnected molecules or ions with the total composition C4H10OS at a distorted geometry, with properties calculated with wB97M-V/def2-TZVPD.

Values from the calculation:
* orbital gap: 9.2 eV
* E: -17191.058 eV

The geometry in XYZ format:
```
16
Properties=species:S:1:pos:R:3:mulliken_charge:R:1
C -2.2461 0.0579 2.2754 -0.760
C -1.8938 1.1636 1.2706 0.169
O -2.6923 2.0613 1.0983 -0.450
H -2.3179 0.3655 3.3613 0.282
H -1.3353 -0.5437 2.2344 0.221
H -3.0105 -0.5879 1.8867 0.281
H -0.8225 1.3446 1.2219 0.240
C 2.6044 -0.7139 0.0399 -0.725
S 1.7201 -1.2160 -1.5655 -0.100
C 0.3601 0.0825 -1.6057 -0.342
H 2.0616 -1.1490 0.8652 0.243
H 2.3862 0.3625 0.0697 0.253
H 3.6075 -1.1174 -0.1664 0.294
H 0.5616 0.9109 -2.2638 0.328
H -0.6118 -0.4232 -1.8809 0.300
H 0.2527 0.4141 -0.5208 -0.233
```

***

Below is a single C4H10OS molecule at a distorted geometry, with properties calculated with wB97M-V/def2-TZVPD.

Values from the calculation:
* orbital gap: 10.2 eV
* E: -17191.873 eV

The geometry in XYZ format:
```
16
Properties=species:S:1:pos:R:3:mulliken_charge:R:1
C -2.2534 -0.8124 -0.1266 -1.383
C -0.8329 -0.5255 0.3984 0.531
C -0.7532 1.1473 0.5542 -0.669
O -0.2729 1.6786 -0.6218 -0.499
C 0.3269 -0.9939 -0.5042 -1.136
S 1.9162 -0.2195 0.0763 -0.260
H -2.5318 -0.0814 -0.8583 0.369
H -2.2572 -1.8910 -0.5070 0.341
H -2.9470 -0.8339 0.7772 0.315
H -0.6658 -1.0141 1.3806 0.279
H -1.7929 1.5106 0.7935 0.376
H -0.0974 1.4546 1.3929 0.333
H 0.6479 1.2126 -0.7212 0.328
H 0.1633 -0.6888 -1.5237 0.501
H 0.3905 -2.0614 -0.3097 0.429
H 1.6901 -0.4169 1.3988 0.147
```